Below is a 2-piece molecular cluster, C2H8N2O2 overall, with properties calculated with ωB97M-V/def2-TZVPD.

Calculated values
- M (g/mol) = 92.10
- total energy (eV) = -9277.98533
- SMILES = NCNC=O.O
- energy above the lowest of the compared OMol25 structures with the same formula, charge and spin (kcal per mole) = 44.4
- frontier orbital gap (eV) = 9.87

The geometry in ORCA input format:
```
! RIJCOSX wB97M-V def2-TZVPD def2/J DEFGRID3
* xyz 0 1
O -2.275 0.270 -1.146
C -1.675 0.949 -0.380
N -0.331 0.802 -0.116
C 0.541 -0.030 -0.860
N 0.227 -1.468 -0.637
H -2.340 1.804 0.020
H 0.012 1.256 0.746
H 0.455 0.296 -1.938
H 1.648 0.089 -0.388
H -0.028 -2.092 -1.388
H -0.309 -1.597 0.229
H 1.650 -0.122 1.188
H 0.910 -0.326 2.583
O 1.516 0.171 2.089
*
```